No. 1
41
Properties=species:S:1:pos:R:3:forces:R:3 method="wB97M-V/def2-TZVPD" homo_energy_ha=-0.34755 total_energy_ev=-78071.4305 e_lumo_ev=-1.474
F -2.94940 0.62040 0.30355 -1.278 -0.971 -1.514
C -3.90128 0.19213 -0.60982 -2.349 0.661 -0.825
C -5.13674 0.97564 -0.65264 1.298 -1.649 -0.656
C -6.25946 0.57787 -1.57356 1.625 -0.932 -0.039
N -7.50602 1.16047 -1.77654 2.367 -3.351 -1.115
S -8.17987 0.10777 -2.90211 0.789 -0.145 0.146
N -7.02190 -1.06181 -3.23184 0.531 3.361 2.814
C -5.97232 -0.65463 -2.40095 -0.219 -0.589 -0.553
C -4.69650 -1.44681 -2.40135 0.499 2.105 2.151
C -3.63476 -1.02801 -1.49689 -2.384 0.346 -0.297
C -2.29520 -1.83782 -1.48063 -1.312 -0.052 -0.621
F -2.49115 -2.92809 -2.36095 0.711 1.392 1.238
F -1.98004 -2.39514 -0.25078 -0.163 1.143 -1.581
C -1.12781 -0.98715 -2.11959 0.649 0.742 -0.259
F -1.55579 -0.63427 -3.40611 0.765 -0.674 1.881
F -0.86169 0.23580 -1.45456 -0.730 -2.117 -0.774
H -5.23427 1.87036 0.00788 0.176 -0.992 -0.643
H -4.64843 -2.32925 -3.09063 0.176 1.089 0.929
H -0.15869 -1.56780 -2.13289 -1.083 0.614 -0.287
C 2.92924 1.06329 -1.72634 -0.615 -0.088 -0.166
C 2.70563 0.17409 -0.51882 0.275 0.514 0.377
O 3.30881 -1.07821 -0.86383 0.256 -0.036 -0.874
S 4.58065 -0.80269 -1.82268 -0.342 0.306 0.253
O 5.75771 -0.81295 -1.02129 -0.191 -0.101 -0.483
O 4.44113 -1.59988 -2.99382 0.209 0.063 0.426
O 4.23888 0.73362 -2.19610 0.240 -0.551 0.422
H 2.21460 0.83767 -2.52280 -0.006 0.045 0.030
H 2.86812 2.12142 -1.47581 0.247 -0.070 -0.041
H 1.64867 0.04298 -0.29242 0.105 -0.205 -0.028
H 3.22039 0.56411 0.35981 -0.165 -0.076 -0.304
C 2.77980 0.83300 5.30780 -0.300 -0.537 0.119
C 4.03866 0.09793 4.88676 0.330 0.231 0.513
O 4.09596 0.25249 3.46723 -0.686 0.379 -0.270
S 3.45455 1.67923 3.06326 0.183 -0.162 0.688
O 4.51120 2.61590 2.89283 -0.540 -0.134 -0.218
O 2.45638 1.45647 2.06940 0.396 0.312 0.399
O 2.72445 1.99027 4.47073 0.547 -0.061 -0.473
H 1.88762 0.23114 5.11670 0.045 -0.007 0.040
H 2.80239 1.12288 6.35738 0.017 0.221 -0.157
H 4.01568 -0.95597 5.15851 -0.022 0.016 -0.292
H 4.93082 0.56357 5.31394 -0.052 -0.040 0.042

=====

No. 2
26
Properties=species:S:1:pos:R:3:forces:R:3 method="wB97M-V/def2-TZVPD" homo_energy_ha="-0.30104 / -0.29314" total_energy_ev=-31498.6576 e_above_lowest_kj_mol=0.0 e_lumo_ev="-1.785 / -2.208"
C 2.63777 -1.78314 1.08316 0.343 2.358 -0.925
C 1.64542 -1.18529 1.82052 -0.099 0.223 -0.845
C 3.27384 -1.07681 0.05455 -3.496 2.476 2.321
C -3.74809 0.17415 -0.79619 1.161 0.473 -0.735
C -3.70413 0.52684 0.54249 1.876 0.436 -2.590
C 1.15242 0.03580 1.49921 -1.073 1.312 0.747
C 2.80307 0.22732 -0.25507 0.380 -2.454 -0.064
C -2.57495 0.41311 -1.59522 -2.283 0.204 -0.852
C -2.56758 1.25511 0.88699 -1.039 -0.627 2.442
C 1.69254 0.67180 0.41001 -1.150 2.110 -1.287
C -1.47779 1.08967 -1.06864 -1.634 -0.964 -1.183
C -0.23432 1.40259 -1.65716 1.258 1.754 -0.959
N -1.55872 1.53913 0.15454 0.935 0.151 1.062
P 0.83738 2.16656 -0.33272 0.801 0.510 -0.375
I -0.79053 4.09211 -2.80372 0.172 -1.106 0.363
H 3.08921 -2.61541 1.46837 0.845 -2.442 0.526
H 1.14381 -1.62820 2.59657 -0.568 -1.575 2.016
H 4.14429 -1.42456 -0.27253 3.382 -1.469 -1.875
H -4.69722 -0.16872 -1.21880 0.629 -0.228 -0.122
H -4.49867 0.33241 1.16479 -1.498 -0.223 1.545
H 0.38219 0.53467 2.16136 0.775 -0.694 -1.145
H 3.20137 0.82647 -1.05284 0.312 -0.075 -0.189
H -2.69673 0.34450 -2.68524 0.411 -0.538 0.492
H -2.41369 1.55197 1.90134 -0.420 0.448 0.775
H 0.08279 1.13236 -2.68078 -0.278 -0.025 0.845
H 1.86224 2.45126 -1.26154 0.257 -0.032 0.012

=====

no.,maximum force (eV Å⁻¹)
1,4.416
2,4.872